Record 1
Formula: C6H15NO
Source: the Open Molecules 2025 dataset
Level of theory: wB97M-V/def2-TZVPD

The calculation puts the LUMO energy at 0.94 eV. The calculation puts the gap between HOMO and LUMO at 9.178 eV. Its SMILES is CCN(C)[C@@H](C)CO. The calculation puts the energy above the lowest of the compared OMol25 structures with the same formula, charge and spin at 51.9 kcal/mol.

Element x y z (Å)
O: 0.86632 -0.08166 2.97461
N: -0.71386 0.09413 -0.15818
C: 0.98100 -1.78157 -0.09097
C: -0.00162 2.26008 -1.16081
C: -0.06930 0.73728 -1.27934
C: 1.02814 0.16020 1.58201
C: -2.04505 -0.44471 -0.43744
C: 0.15651 -0.74708 0.68079
H: -2.16098 -0.66972 -1.50772
H: 0.92421 0.32117 -1.40102
H: -0.57364 0.46158 -2.20231
H: 0.99838 -2.79233 0.31477
H: 2.09988 0.07374 1.34256
H: -2.80149 0.23536 -0.07800
H: -0.67247 2.75923 -1.85859
H: -0.51622 -1.25476 1.36161
H: 0.80066 1.19816 1.42499
H: -0.38239 2.58984 -0.18670
H: 0.53546 -0.97717 3.15405
H: -2.22536 -1.43503 0.00181
H: 1.00404 2.66997 -1.23314
H: 2.04378 -1.51932 -0.09792
H: 0.72402 -1.85740 -1.14507

Record 2
Formula: C6H15NO
Source: the Open Molecules 2025 dataset
Level of theory: wB97M-V/def2-TZVPD

The calculation puts the LUMO energy at 0.74 eV. The calculation puts the gap between HOMO and LUMO at 9.382 eV. Its SMILES is C/C=C(\C)CCN.O. The calculation puts the energy above the lowest of the compared OMol25 structures with the same formula, charge and spin at 54.2 kcal/mol.

Element x y z (Å)
O: 2.14406 -1.57674 1.30798
N: -0.32550 -1.91411 -2.58411
C: -0.33315 0.85483 -0.13012
C: 0.02572 1.39669 2.35306
C: 0.20874 -1.32753 -1.32468
C: 0.35037 0.83138 1.02719
C: 0.24510 0.23531 -1.34917
C: -1.79151 1.16427 -0.17908
H: -2.23239 1.71468 0.66854
H: 1.31230 0.39726 -1.55428
H: -0.60576 -2.87379 -2.43554
H: 2.20943 -1.38497 2.26062
H: -0.96096 1.11058 2.69558
H: -1.06790 -1.28926 -2.86407
H: 0.01099 2.49088 2.46499
H: -0.45001 -1.59116 -0.49381
H: -2.01580 1.96908 -0.91299
H: 2.70697 -1.03896 0.75826
H: 1.21318 -1.68989 -1.12660
H: -2.49551 0.32837 -0.36790
H: 0.78268 1.17361 3.10859
H: 1.35989 0.49503 0.92345
H: -0.29095 0.52444 -2.24589

Record 3
Formula: C6H15NO
Source: the Open Molecules 2025 dataset
Level of theory: wB97M-V/def2-TZVPD

The calculation puts the LUMO energy at -0.46 eV. The calculation puts the gap between HOMO and LUMO at 7.055 eV. The calculation puts the energy above the lowest of the compared OMol25 structures with the same formula, charge and spin at 132.8 kcal/mol.

Element x y z (Å)
O: 2.28415 -0.98371 0.65789
N: -0.77590 0.15356 2.71525
C: 0.51170 0.36166 -2.35579
C: -0.48263 -1.47855 0.15771
C: -0.47281 0.03193 0.24886
C: 0.44705 0.75043 -0.86385
C: -1.35613 0.81402 -0.43769
C: 0.03027 0.53759 1.58346
H: -0.55668 -1.84390 -0.85515
H: -0.75640 -0.84604 2.86014
H: 1.41917 0.78350 -2.77193
H: 0.12204 1.62551 1.61233
H: 1.05029 0.13281 1.58628
H: -1.32195 -1.87932 0.73769
H: -1.75771 0.39931 2.61465
H: 0.53916 -0.72485 -2.44720
H: -1.87734 0.42093 -1.29653
H: -1.70151 1.74849 -0.03267
H: 2.54240 -1.11387 -0.26344
H: 0.59615 1.83555 -0.79214
H: 0.46641 -1.81471 0.60135
H: 1.40674 0.38034 -0.35716
H: -0.35647 0.70934 -2.90206

Record 4
Formula: C6H15NO
Source: the Open Molecules 2025 dataset
Level of theory: wB97M-V/def2-TZVPD

The calculation puts the LUMO energy at 0.91 eV. The calculation puts the gap between HOMO and LUMO at 9.239 eV. Its SMILES is CCN1CCCC1.O. The calculation puts the energy above the lowest of the compared OMol25 structures with the same formula, charge and spin at 31.6 kcal/mol.

Element x y z (Å)
O: -2.41087 2.43431 -0.48609
N: 0.74163 -0.28943 0.32866
C: -0.62125 -0.72708 0.61050
C: 0.84152 1.13339 0.01649
C: -0.83800 -2.10612 -0.05486
C: 0.66660 1.96226 1.28210
C: 1.33382 -1.16790 -0.69320
C: 0.28779 -2.22700 -1.09460
H: -0.05024 -2.06903 -2.11416
H: 1.56503 1.92969 1.89390
H: -0.78612 -0.80018 1.68662
H: 0.74168 -3.21556 -1.04463
H: -0.77149 -2.91332 0.66260
H: -1.86857 2.20553 0.27545
H: 0.40154 3.00776 1.09424
H: 1.85011 1.27054 -0.37330
H: -1.80664 -2.08390 -0.53761
H: 0.11849 1.45290 -0.74230
H: -1.80135 2.89580 -1.06864
H: 1.67441 -0.60001 -1.56293
H: -0.11429 1.56780 1.93414
H: 2.22029 -1.64111 -0.25888
H: -1.37410 -0.01934 0.24648

Record 5
Formula: C6H15NO
Source: the Open Molecules 2025 dataset
Level of theory: wB97M-V/def2-TZVPD

The calculation puts the LUMO energy at 0.88 eV. The calculation puts the gap between HOMO and LUMO at 10.459 eV. Its SMILES is CCCC[C@H](N)CO. The calculation puts the energy above the lowest of the compared OMol25 structures with the same formula, charge and spin at 94.9 kcal/mol.

Element x y z (Å)
O: 2.11107 -0.26660 1.95241
N: 0.57325 2.66961 0.25160
C: 2.06319 1.08002 1.36886
C: -1.96649 -1.55820 -2.03857
C: 0.54822 1.25159 0.77684
C: -0.86683 -0.66773 0.23649
C: -1.52440 -1.80761 -0.59779
C: 0.33329 0.15514 -0.31566
H: -1.27158 -3.02078 -0.48823
H: -1.10908 -1.81345 -2.80173
H: -0.27988 -1.18654 1.22298
H: -2.50412 -2.00854 -0.10208
H: 1.39650 2.87209 -0.39817
H: -0.06875 2.65956 -0.57190
H: -2.97050 -1.92723 -2.01773
H: 2.92352 1.31001 0.82965
H: 2.92418 -0.52952 2.36809
H: -0.11234 1.24118 1.67799
H: -1.65606 0.10633 0.44857
H: 0.09147 0.55402 -1.31940
H: -2.13377 -0.51600 -2.35005
H: 1.31338 -0.46682 -0.30066
H: 2.18574 1.86951 2.16848

Record 6
Formula: C6H15NO2
Source: the Open Molecules 2025 dataset
Level of theory: wB97M-V/def2-TZVPD

The calculation puts the LUMO energy at 0.73 eV. The calculation puts the gap between HOMO and LUMO at 8.253 eV. The calculation puts the energy above the lowest of the compared OMol25 structures with the same formula, charge and spin at 113.7 kcal/mol.

Element x y z (Å)
O: 2.22345 0.09798 0.23081
O: 0.27092 1.64315 1.13357
N: 0.40424 -0.04040 -1.93805
C: -1.55265 0.23156 1.77443
C: 0.13102 -0.65083 -0.73731
C: 1.90342 -2.32577 -0.74796
C: 1.20076 -0.81109 0.19773
C: -0.75436 0.77172 0.59791
C: -1.64521 1.69719 -0.21461
H: -2.48667 1.14942 -0.64113
H: -1.07397 2.16266 -1.01926
H: 1.24285 -3.17764 -0.88558
H: 0.29808 0.96371 -1.97784
H: 1.81689 0.95313 -0.03735
H: 0.97788 -1.29125 1.14323
H: -2.08598 2.51625 0.37700
H: -0.56541 -1.48583 -0.76665
H: -0.94781 -0.41749 2.41034
H: 0.04480 -0.45369 -2.78478
H: -1.92151 1.03722 2.43245
H: 2.34120 -1.97588 -1.67829
H: 2.69260 -2.59124 -0.05005
H: -0.07914 2.31078 1.74415
H: -2.43540 -0.31364 1.43725

Record 7
Formula: C6H15NO2
Source: the Open Molecules 2025 dataset
Level of theory: wB97M-V/def2-TZVPD

The calculation puts the LUMO energy (alpha / beta) at -0.08 / -0.08 eV. The calculation puts the gap between HOMO and LUMO (alpha / beta) at 8.704 / 8.703 eV. The calculation puts the energy above the lowest of the compared OMol25 structures with the same formula, charge and spin at 125.0 kcal/mol.

Element x y z (Å)
O: -1.77203 1.25710 -0.22486
O: -1.44804 1.58418 1.13799
N: 0.79134 -0.42196 0.73965
C: -3.23263 -0.30837 0.96384
C: -2.24840 0.07612 -0.08067
C: -1.80319 -0.90944 -1.08474
C: 2.50049 -0.70748 -0.98205
C: 1.60660 0.29238 -0.24948
C: 2.42253 1.43996 0.35270
H: 1.39761 -0.84775 1.43697
H: -3.61080 0.57226 1.47843
H: -1.51132 -0.40765 -2.00959
H: -4.05396 -0.85830 0.49663
H: 3.07617 -0.21817 -1.77094
H: -2.74688 -0.96926 1.68664
H: 3.20876 -1.16908 -0.28841
H: 0.90216 0.72281 -0.96923
H: 0.20090 0.24826 1.23484
H: 2.98226 1.97259 -0.42039
H: 1.76052 2.15106 0.84794
H: 1.89499 -1.50458 -1.42546
H: 3.13554 1.05600 1.08796
H: -0.89892 -1.38138 -0.66382
H: -2.55370 -1.66931 -1.29396

Record 8
Formula: C6H15NO7P2
Source: the Open Molecules 2025 dataset
Level of theory: wB97M-V/def2-TZVPD

The calculation puts the LUMO energy at 0.54 eV. The calculation puts the gap between HOMO and LUMO at 10.956 eV.

Element x y z (Å)
P: 2.46323 3.55732 0.12285
P: 0.84677 1.25062 0.20800
O: 1.59732 4.68569 -0.20602
O: -1.45843 1.29613 -0.82764
O: -0.07797 0.95840 -1.07289
O: 0.24086 1.85231 1.37888
O: 2.03992 2.08490 -0.46631
O: -3.95083 1.44529 0.28885
O: 1.51575 -0.15854 0.47372
N: 2.93216 -2.99611 -1.09718
C: 2.47206 -2.66892 1.23287
C: -4.29810 -0.97857 -0.00033
C: -2.09080 0.11218 -0.34521
C: 2.50201 -0.69788 -0.42316
C: -3.58965 0.30236 -0.47480
C: 2.65124 -2.18184 -0.17567
H: -1.84024 -0.03381 0.71327
H: 3.46092 -0.21377 -0.21324
H: 2.22249 -0.51235 -1.46186
H: -3.59164 -1.80150 0.13066
H: 3.72802 3.62591 -0.46647
H: 2.59695 -1.87706 1.97032
H: 3.17592 -3.47442 1.43916
H: -4.77353 1.26756 0.76045
H: -4.77153 -0.81329 0.97006
H: 2.98506 -2.52712 -2.00230
H: -3.84298 0.49118 -1.52377
H: -5.05379 -1.30302 -0.71485
H: 2.65128 3.26469 1.47481
H: -1.75851 -0.74385 -0.93717
H: 1.46152 -3.06869 1.34358

| no. | E_tot (Ha) |
| --- | --- |
| 1 | -367.54864 |
| 2 | -367.54489 |
| 3 | -367.41974 |
| 4 | -367.58100 |
| 5 | -367.47999 |
| 6 | -442.69996 |
| 7 | -442.68201 |
| 8 | -1501.78475 |